This record from the OMol25 dataset describes a molecular structure, C20H13AuITe4. The level of theory is the ωB97M-V functional and the def2-TZVPD basis.

```
39
Properties=species:S:1:pos:R:3:mulliken_spin:R:1
Te 1.04184 1.98038 1.80361 0.532
C 0.06260 3.19627 -1.44407 -0.006
C 3.68457 -3.62479 0.30645 0.043
C -3.26496 0.82501 -2.45219 0.004
C 1.73544 -1.47655 0.25645 0.073
C 2.83572 -1.49317 -0.54549 0.039
C -2.05751 2.90002 -2.59141 -0.002
C 0.30502 -3.95236 2.88955 0.050
C 2.54696 -3.75876 1.17318 0.020
H 1.03567 5.07257 -1.68285 0.000
H -4.11349 0.20208 -2.71468 0.000
H 3.10309 -5.62851 2.00640 0.004
H 4.42120 -4.42011 0.29417 0.001
Te -0.34127 -4.41712 -0.09866 0.952
H 2.99978 -0.67056 -1.23090 0.001
I -1.43266 -1.80546 1.65181 0.073
Te 2.80420 -1.54655 3.04130 -0.074
C 3.79962 -2.55161 -0.51245 -0.032
C -0.84562 4.99619 -2.76453 -0.001
C -2.26043 0.30529 -1.59609 -0.008
H 4.65573 -2.49477 -1.17611 -0.002
Te 1.08547 0.29055 3.89676 0.026
C 2.36234 -4.83675 2.01294 0.120
C -1.05182 2.36569 -1.74134 -0.001
C -1.92613 4.22560 -3.08565 0.000
H -2.70457 4.61420 -3.73477 0.000
Au 0.28841 -0.02426 -0.13449 0.274
C 1.60591 -2.58973 1.24078 -0.095
C -1.15066 1.03489 -1.21787 0.054
H 1.37144 -5.50921 3.83759 -0.002
C 1.32700 -4.82087 3.00205 -0.033
H -3.93653 2.50672 -3.58998 0.001
C -3.17403 2.09688 -2.93636 0.008
H -2.38614 -0.70986 -1.23518 0.002
H 0.85576 2.78105 -0.82914 0.004
H -0.50757 -3.91481 3.60068 0.007
C 0.17008 4.46862 -1.93147 -0.001
C 0.25372 -3.13006 1.65625 -0.030
H -0.75991 6.00438 -3.15141 0.000
```

## Properties
- LUMO energy (spin up / spin down): 0.068 / 0.035 hartree
- 2S+1: 3
- Orbital gap (spin up / spin down): 5.67 / 5.17 eV
- Energy: -2275.37165 a.u.
- M: 1087.595 g mol⁻¹
- Net charge: -1
- E_HOMO (spin up / spin down): -3.81 / -4.21 eV